Record 1
96
Properties=species:S:1:pos:R:3:forces:R:3:lowdin_spin:R:1 method="wB97M-V/def2-TZVPD" de_lowest_kcal_mol=30.08 charge=+1 multiplicity=3 e_lumo_ev="-2.0 / -4.0" homo_energy_ev="-6.79 / -11.08" fmax_ev_per_a=5.9
Pt -0.037 -0.223 -0.158 -0.08 0.55 -0.52 0.206
P -2.301 0.363 -0.096 -0.61 0.17 -0.70 0.110
P 2.097 -0.863 -0.826 0.89 0.04 -0.39 0.130
O 0.035 -2.159 2.091 1.22 0.26 1.39 0.029
O 0.529 1.257 2.381 -0.05 -0.09 -2.04 0.081
N 0.119 1.869 -2.178 0.56 3.14 -3.89 0.018
N -0.620 -1.514 -1.668 0.58 -0.54 0.18 0.129
N 0.831 -2.854 4.084 -0.11 0.26 -0.15 0.000
C -2.526 -0.305 2.672 0.22 -0.10 0.01 0.005
C 0.738 3.763 -5.144 -0.12 -0.47 -0.68 0.000
C 2.902 -2.508 -0.294 -0.09 0.46 0.29 0.030
C 0.290 -2.001 -2.587 -0.88 -0.10 -0.06 0.069
C -4.692 1.464 -1.095 -0.16 0.22 -0.34 0.010
C 0.947 3.840 -6.513 -0.01 0.11 0.25 0.000
C 3.101 1.875 -0.530 -0.42 0.00 -0.05 0.005
C -0.118 -3.953 4.034 0.00 -0.09 -0.03 0.000
C 3.954 -2.793 -1.399 0.27 -0.21 -0.15 0.010
C 1.251 2.698 -7.237 -0.05 0.44 -0.57 0.000
C 3.526 0.475 -1.004 0.44 -0.37 -0.37 0.037
C 1.308 1.369 -5.247 -0.71 0.93 0.36 0.001
C 0.322 2.442 -3.210 0.54 -4.25 4.13 0.008
C 3.865 0.554 -2.501 0.29 0.25 -0.08 0.007
C -1.468 -3.277 -3.598 -0.34 -0.72 0.21 0.035
C -4.657 -0.002 1.562 -0.33 0.18 0.10 0.001
C 1.546 -2.545 5.312 0.22 0.31 0.05 0.000
C 1.453 1.481 -6.623 0.09 -0.47 1.00 0.000
C -2.870 -1.241 -0.788 -0.38 -0.28 0.34 0.002
C -0.171 -2.826 -3.647 0.66 0.44 0.64 0.122
C 0.827 2.515 -4.541 0.27 0.28 -0.50 0.002
C 0.353 0.709 1.365 0.46 0.26 3.78 0.150
C -3.036 1.111 -2.857 0.21 -0.08 -0.03 0.002
C 3.513 -2.440 1.106 0.12 -0.24 0.23 0.007
C 1.820 -3.612 -0.258 -0.12 -0.04 -0.07 0.010
C -3.186 2.004 2.022 -0.08 0.09 0.21 0.002
C -2.607 2.917 -1.189 -0.03 0.31 -0.14 0.004
C -3.173 1.505 -1.376 -0.54 0.24 0.52 0.047
C -2.278 -2.957 -2.507 0.03 0.74 -0.57 0.143
C 1.633 -1.662 -2.381 0.04 1.61 -1.30 0.485
C -3.212 0.530 1.579 -0.15 0.13 -0.01 0.002
C -1.873 -1.933 -1.663 -0.32 -0.26 -0.08 0.026
C 0.791 -1.983 3.067 -1.13 -0.65 -0.81 0.005
C 4.784 0.137 -0.175 0.08 -0.01 -0.03 0.004
H -3.385 0.091 -3.065 0.13 0.23 -0.02 0.000
H -5.366 0.628 1.026 0.20 -0.22 0.17 0.000
H 1.333 2.753 -8.312 0.03 0.10 -0.09 0.000
H 4.487 -1.949 1.124 -0.23 -0.20 0.05 0.000
H 1.063 -3.418 0.518 0.38 -0.09 -0.18 0.001
H 4.532 -0.014 0.881 0.07 0.07 -0.25 0.000
H -5.007 -0.035 2.605 0.12 -0.08 -0.27 0.000
H 2.305 2.290 -1.157 0.10 -0.08 0.27 0.001
H -2.030 1.252 -3.254 0.01 -0.26 0.15 0.000
H 0.573 -3.172 -4.365 -0.42 0.16 -0.07 0.004
H -3.688 1.797 -3.426 0.22 -0.27 0.21 0.001
H -3.269 -3.345 -2.357 -0.22 -0.20 -0.30 0.007
H 2.318 -4.579 -0.082 -0.09 0.29 0.17 0.000
H 4.950 -3.003 -0.982 -0.40 -0.30 0.00 0.000
H -1.148 -3.573 3.991 0.22 -0.16 0.08 0.000
H -3.159 -0.259 3.572 0.16 0.02 -0.27 0.001
H 1.292 -3.729 -1.208 0.15 0.03 0.13 0.004
H 2.838 -1.928 1.802 0.26 -0.15 -0.18 0.001
H -1.525 2.923 -1.357 -0.46 0.06 0.10 0.001
H -3.756 -1.024 -1.383 -0.11 -0.25 -0.02 -0.001
H 0.804 4.794 -6.987 0.11 0.14 -0.33 0.000
H 5.341 -0.729 -0.548 -0.19 0.10 0.13 0.000
H 4.126 -1.963 -2.098 -0.15 -0.35 0.41 0.001
H 2.975 0.736 -3.111 0.09 -0.04 0.12 0.004
H 0.039 -4.547 4.934 -0.21 -0.12 -0.21 0.000
H -1.869 -3.935 -4.357 0.16 -0.10 -0.05 -0.001
H 2.777 1.876 0.517 -0.05 -0.04 -0.17 0.000
H 0.056 -4.552 3.131 -0.07 0.07 0.30 0.000
H -4.975 2.105 -0.255 0.01 -0.20 -0.18 0.000
H 1.194 -1.597 5.747 0.04 -0.38 0.03 0.000
H -3.211 -1.902 0.009 0.21 -0.11 0.10 -0.001
H 1.369 -3.366 6.013 0.22 0.33 -0.05 0.000
H 0.443 4.622 -4.554 -0.04 -0.03 -0.13 0.000
H 1.683 0.579 -7.171 0.20 0.13 -0.24 0.000
H -5.236 1.814 -1.983 0.14 0.15 0.21 0.003
H 3.595 -3.631 -2.011 0.37 0.07 0.16 0.003
H -3.077 3.591 -1.925 0.13 -0.13 0.23 0.000
H -2.792 3.327 -0.191 -0.04 -0.09 -0.25 0.001
H 1.479 -1.123 3.195 -0.31 -0.10 -0.19 0.001
H 3.644 -3.474 1.459 0.04 0.28 0.05 0.002
H -2.160 2.398 2.060 -0.26 -0.08 -0.04 0.001
H 2.256 -1.663 -3.275 0.16 -0.39 0.32 0.019
H -1.548 0.086 2.950 -0.01 -0.16 -0.12 0.002
H 4.553 1.387 -2.693 -0.11 -0.01 0.15 0.001
H 4.381 -0.337 -2.868 -0.17 0.11 -0.01 0.000
H -3.797 2.663 1.392 0.19 -0.27 0.20 0.000
H 1.528 0.432 -4.738 -0.40 0.20 -0.01 0.002
H 3.978 2.548 -0.584 -0.36 -0.35 -0.11 0.001
H -4.705 -1.020 1.162 -0.11 0.14 0.12 0.000
H -5.061 0.445 -0.925 0.08 0.29 -0.03 0.001
H 5.477 0.993 -0.195 -0.26 -0.20 -0.18 0.002
H -2.432 -1.357 2.385 0.13 0.16 0.04 0.001
H 2.623 -2.441 5.117 -0.27 -0.17 0.14 0.000
H -3.600 2.061 3.042 0.14 -0.02 -0.27 0.000



Record 2
115
Properties=species:S:1:pos:R:3:forces:R:3:lowdin_charge:R:1 method="wB97M-V/def2-TZVPD" de_lowest_kcal_mol=180.90 e_lumo_ev=0.5 smiles="C[C@H]1COC(=O)O1.C[C@H]1COC(=O)O1.C[C@H]1COC(=O)O1.C[C@H]1COC(=O)O1.C[C@H]1COC(=O)O1.C[C@H]1COC(=O)O1.C[C@H]1COC(=O)O1.COC(=O)OC.COC(=O)OC" homo_energy_ev=-9.90 fmax_ev_per_a=8.6
O 16.601 0.498 -4.255 -3.76 1.00 -1.40 0.033
O 16.333 -2.760 1.193 -2.76 0.05 2.18 0.080
O 19.250 -2.494 -5.305 -1.25 0.23 0.15 0.051
O 15.653 -3.909 2.918 0.09 -2.64 0.60 0.126
O 19.523 -0.024 0.204 2.82 -1.01 1.11 -0.030
O 16.681 -5.458 -1.928 1.80 -1.33 -1.63 0.050
O 20.536 4.839 -3.154 -1.58 0.97 -0.03 0.072
O 15.532 0.912 -2.078 0.87 -0.43 -8.40 -0.073
O 17.387 -3.772 -5.639 1.85 2.04 -0.86 0.106
O 14.445 0.985 -4.172 -0.22 -0.11 -0.77 0.013
O 22.966 -3.852 2.913 -2.50 -0.63 0.27 0.121
O 18.988 -6.444 -5.324 1.04 0.28 0.92 0.080
O 19.185 0.231 2.478 4.86 -2.24 -5.07 -0.035
O 15.230 -4.447 -0.754 -2.77 2.14 0.44 0.095
O 19.935 -1.136 -2.105 -1.80 0.03 1.70 0.056
O 18.414 4.161 -3.358 1.64 0.10 0.86 0.119
O 20.731 -3.835 3.570 1.93 -1.89 0.94 0.044
O 21.629 -1.736 -3.191 3.55 2.92 -1.49 0.061
O 20.965 0.497 -3.121 0.90 -0.72 -0.44 0.144
O 18.083 -2.322 -7.214 0.01 -0.59 -0.60 0.107
O 20.858 -6.373 -4.036 -0.18 0.71 -0.84 0.097
O 21.362 -0.366 1.634 -3.49 0.20 -3.05 -0.029
O 16.610 -5.748 0.330 0.41 0.41 -1.57 0.130
O 14.359 -2.297 2.244 -1.11 0.59 -0.46 0.127
O 19.546 3.620 -1.515 1.09 1.27 -0.16 0.100
O 21.292 -3.752 1.478 -1.24 0.13 -2.36 0.066
O 20.633 -5.061 -5.926 -0.69 -2.19 3.04 0.104
C 19.849 -3.627 1.440 -0.22 -0.60 1.93 -0.023
C 18.700 -2.827 3.702 -0.95 -1.21 1.80 -0.019
C 15.564 0.837 -3.502 -0.73 -0.18 8.52 -0.406
C 15.467 -2.985 2.074 4.41 2.15 -5.70 -0.591
C 20.200 -5.888 -5.102 1.04 2.74 -4.12 -0.498
C 21.163 -2.017 -6.723 -2.81 -0.12 -0.31 0.003
C 21.524 4.825 -2.168 -0.11 -4.78 -0.92 -0.069
C 18.135 0.226 0.041 -1.82 -1.29 0.79 -0.015
C 20.003 -0.111 1.439 -3.71 3.26 6.00 -0.409
C 13.772 -2.700 3.465 0.95 1.72 1.32 -0.083
C 16.230 -5.241 -0.709 0.85 -1.73 2.48 -0.640
C 14.672 -3.821 3.898 1.04 0.31 2.90 -0.304
C 19.447 -3.965 2.988 -0.18 2.21 -2.03 -0.216
C 18.168 -2.910 -6.048 -1.26 -3.11 2.52 -0.520
C 20.175 -2.466 -1.703 -2.52 -1.44 0.46 -0.220
C 18.858 -1.160 -7.158 -0.09 1.63 1.84 -0.079
C 14.875 -4.070 -2.075 -1.00 1.24 -1.54 -0.232
C 20.792 4.050 -0.984 2.12 0.42 0.75 -0.288
C 17.845 0.489 -3.732 2.48 1.04 4.19 -0.078
C 21.766 -3.894 2.681 1.71 1.44 1.38 -0.561
C 21.542 2.849 -0.482 -0.48 -1.70 1.08 -0.028
C 15.490 -3.501 5.134 -0.58 -0.14 1.09 -0.025
C 13.155 1.066 -3.521 -0.28 0.33 2.38 -0.033
C 18.825 -7.438 -4.343 0.13 -0.95 0.54 -0.092
C 19.762 -6.973 -2.006 0.03 -0.74 0.39 -0.021
C 21.910 -0.003 2.864 -0.28 -1.35 1.62 -0.065
C 20.892 -0.662 -2.808 0.58 -0.24 -0.93 -0.586
C 15.164 -2.552 -2.387 0.10 -0.61 -0.81 0.000
C 19.898 -1.447 -5.998 1.01 0.01 -2.65 -0.259
C 18.766 -3.134 -1.816 0.22 2.90 -0.43 0.018
C 21.319 -2.957 -2.607 -1.90 0.18 0.15 -0.056
C 19.444 4.222 -2.708 -3.79 -0.55 -2.31 -0.563
C 20.045 -7.344 -3.410 0.62 -2.85 -0.15 -0.350
C 15.721 -5.094 -2.902 -1.15 1.65 -0.10 -0.066
H 12.852 2.066 -3.160 0.75 0.09 -0.93 0.101
H 15.175 -5.927 -3.291 -0.65 -1.08 0.61 0.120
H 20.695 4.793 -0.141 -0.53 -0.78 -0.78 0.165
H 22.109 -3.499 -2.070 0.09 0.66 -0.24 0.150
H 17.887 -7.285 -3.813 -0.07 -0.19 -0.07 0.130
H 18.251 -3.174 4.732 0.82 0.66 -2.16 0.113
H 16.201 -2.275 -2.145 -0.51 -0.03 -0.08 0.060
H 22.096 1.043 2.977 -0.80 0.90 0.20 0.092
H 17.571 -0.207 0.912 0.56 0.58 -0.87 0.107
H 12.341 0.674 -4.119 0.56 -0.12 -0.69 0.088
H 19.499 -2.681 1.031 0.35 0.46 0.68 0.102
H 19.336 -1.992 3.896 1.18 0.12 0.45 0.057
H 13.686 -1.801 4.133 0.74 -0.79 -0.33 0.158
H 17.959 -2.571 -1.282 1.05 -0.30 -0.05 0.090
H 16.148 -2.667 5.026 -0.10 1.18 -0.68 0.064
H 20.722 -6.961 -1.483 -0.27 0.13 0.28 0.096
H 16.267 -4.253 5.328 -0.92 -0.50 0.45 0.092
H 18.101 -0.367 -7.052 0.65 0.24 0.62 0.143
H 22.882 -0.413 2.854 1.20 -0.76 -0.21 0.082
H 18.929 -8.405 -4.821 -0.80 -0.22 -0.20 0.130
H 21.846 5.742 -1.863 0.80 2.63 0.49 0.094
H 20.180 -0.558 -5.451 -0.49 -0.08 0.78 0.125
H 22.273 4.243 -2.782 0.29 0.47 1.86 0.161
H 20.976 2.315 0.330 0.21 0.71 -0.65 0.090
H 19.325 -5.988 -2.048 -0.42 0.20 0.58 0.063
H 14.788 -3.235 5.945 0.63 -0.64 0.18 0.101
H 20.608 -8.382 -3.412 -0.85 2.03 -0.20 0.184
H 20.467 -2.448 -0.651 0.18 0.07 -0.24 0.121
H 18.379 -3.303 -2.806 0.35 0.49 -0.92 0.082
H 17.802 -0.314 -0.859 0.38 0.50 0.26 0.072
H 21.580 -1.312 -7.389 0.40 1.02 -0.67 0.074
H 20.991 -3.473 -3.489 -0.42 -1.32 0.06 0.112
H 19.480 -4.332 0.738 -0.33 -1.05 -0.34 0.102
H 21.388 -0.542 3.686 0.11 1.04 -0.36 0.112
H 20.718 -2.813 -7.299 0.19 -0.44 -0.62 0.081
H 22.487 3.082 -0.023 0.51 0.51 0.09 0.080
H 16.088 -4.695 -3.845 1.02 0.59 0.49 0.110
H 21.922 -2.482 -6.193 1.22 -0.53 1.73 0.058
H 17.996 -0.406 -3.164 -0.35 -0.54 0.93 0.071
H 18.650 0.359 -4.398 0.27 0.68 -1.80 0.059
H 13.111 0.562 -2.534 0.69 -0.38 -0.75 0.090
H 19.096 -7.761 -1.566 0.44 1.00 -0.15 0.121
H 18.066 1.378 -3.028 -0.46 -1.30 -1.29 0.142
H 14.967 -2.297 -3.471 0.41 -0.77 0.87 0.107
H 18.945 -4.963 3.028 0.80 0.68 0.34 0.163
H 19.400 -0.931 -8.020 0.61 -0.23 -1.73 0.108
H 18.795 -4.069 -1.453 0.15 -3.37 1.83 0.005
H 17.944 1.284 -0.042 0.07 0.28 -0.07 0.102
H 12.800 -3.045 3.451 -2.25 -0.68 -1.21 0.106
H 21.736 2.045 -1.206 -0.23 0.59 -0.30 0.083
H 18.018 -2.275 3.108 -1.50 -0.34 -0.73 0.048
H 14.469 -1.886 -1.886 0.11 -0.11 0.62 0.071
H 13.755 -4.156 -2.169 1.18 -0.48 0.04 0.162
H 14.131 -4.742 4.051 -0.02 -0.46 -0.35 0.157